[1]
Density functional theory data (ωB97M-V/def2-TZVPD) for a molecular structure, C5H14Br3CuF6NOP.

```
32
Properties=species:S:1:pos:R:3
Cu 1.46 1.54 0.14
Br 0.98 3.19 -1.82
Br 2.15 -0.91 -0.14
Br 1.51 2.47 2.62
C -2.28 -3.10 0.06
N -2.14 -1.63 0.31
C -3.56 -1.13 0.36
C -1.43 -1.26 1.58
C -1.37 -1.06 -0.88
C -1.45 0.46 -0.94
O -0.65 1.10 0.02
H -1.29 -3.41 -0.29
H -2.94 -3.30 -0.78
H -2.55 -3.63 0.97
H -3.61 -0.13 0.78
H -4.14 -1.81 0.99
H -3.90 -1.20 -0.67
H -0.34 -1.25 1.51
H -1.75 -1.94 2.37
H -1.67 -0.22 1.78
H -1.85 -1.47 -1.76
H -0.31 -1.32 -0.73
H -2.51 0.73 -0.83
H -1.28 0.86 -1.94
H -1.19 1.86 0.29
P 5.15 2.36 -0.42
F 4.48 1.58 -1.67
F 4.92 3.77 -1.19
F 3.68 2.47 0.31
F 5.78 3.18 0.84
F 5.46 0.91 0.24
F 6.65 2.30 -1.09
```

Molar mass, g/mol: 552.393
Total charge: -1
2S+1: 2
Kohn-Sham gap (alpha / beta), Ha: 0.246 / 0.227
E, eV: -289318.7282
HOMO level (alpha / beta), eV: -5.675 / -5.524



[2]
Density functional theory data (ωB97M-V/def2-TZVPD) for a single C7H10 molecule.

```
17
Properties=species:S:1:pos:R:3
C 0.89 -2.66 1.00
C -0.05 -1.69 1.47
C -0.64 -0.73 0.59
C -1.92 -0.69 0.18
C 0.35 0.48 0.21
C -0.09 1.41 -0.63
C 0.85 2.40 -1.49
H 0.97 -3.67 1.27
H 1.36 -2.33 0.09
H -0.14 -1.26 2.48
H -2.49 -1.64 -0.13
H -2.39 0.24 -0.08
H 1.34 0.58 0.77
H -1.18 1.58 -0.66
H 0.13 2.96 -2.14
H 1.40 3.16 -0.90
H 1.61 1.87 -2.02
```

Energy relative to the best compared isomer or geometry (same formula, charge and spin), kJ/mol: 466.13
Molar mass, g/mol: 94.157
Total charge: 0
2S+1: 1
Kohn-Sham gap, Ha: 0.330
E, eV: -7416.2036
Structure (SMILES): C=CC(=C)/C=C/C
HOMO level, eV: -8.425



[3]
Density functional theory data (ωB97M-V/def2-TZVPD) for a gas-phase ion, C7H9O5S (charge -1).

```
22
Properties=species:S:1:pos:R:3
C -0.66 2.58 -1.00
C 0.44 1.84 -0.31
O 1.61 2.15 -0.50
C 0.00 0.77 0.49
S -1.55 0.03 0.35
O -1.81 -0.97 1.39
O -2.75 0.77 0.12
O -1.36 -0.89 -1.04
C -0.25 -1.59 -1.18
O 0.17 -1.96 -2.24
C 0.32 -2.15 0.11
C 1.42 -1.27 0.65
C 0.92 0.01 1.33
H -0.94 2.10 -1.94
H -0.42 3.60 -1.33
H -1.65 2.72 -0.46
H -0.39 -2.23 0.92
H 0.59 -3.09 -0.27
H 2.14 -1.95 1.31
H 2.00 -0.91 -0.15
H 0.41 -0.20 2.19
H 1.75 0.63 1.58
```

Energy relative to the best compared isomer or geometry (same formula, charge and spin), kJ/mol: 0.00
Molar mass, g/mol: 205.211
Total charge: -1
2S+1: 1
Kohn-Sham gap, Ha: 0.291
E, eV: -28478.0718
Structure (SMILES): CC(=O)C1=[S@@](=O)([O-])OC(=O)CCC1
HOMO level, eV: -4.370



[4]
Density functional theory data (ωB97M-V/def2-TZVPD) for a single C22H21ClN2O4S molecule.

```
51
Properties=species:S:1:pos:R:3
C 4.62 0.99 -1.03
C 4.55 1.66 -2.40
O 3.52 2.62 -2.49
C 2.22 2.21 -2.61
C 1.27 3.22 -2.56
C -0.07 2.93 -2.69
C -0.50 1.62 -2.87
N -1.86 1.32 -2.97
S -2.50 -0.02 -3.72
O -3.86 0.33 -4.00
O -1.66 -0.47 -4.78
C -2.49 -1.26 -2.41
C -1.99 -0.98 -1.15
C -2.01 -1.98 -0.18
N -1.51 -1.78 1.11
C -0.95 -0.64 1.64
O -0.84 0.41 1.04
C -0.52 -0.80 3.06
C -0.03 -2.00 3.57
C 0.37 -2.06 4.90
C 0.28 -0.95 5.71
C -0.19 0.26 5.21
C -0.30 1.47 6.08
C -0.58 0.32 3.88
C -2.55 -3.23 -0.49
C -3.05 -3.49 -1.74
C -3.03 -2.50 -2.71
Cl -3.64 -2.76 -4.29
C 0.45 0.61 -2.92
C 1.80 0.90 -2.79
H 3.70 0.46 -0.81
H 4.78 1.75 -0.26
H 5.45 0.29 -1.01
H 5.47 2.23 -2.58
H 4.46 0.91 -3.20
H 1.60 4.23 -2.42
H -0.80 3.73 -2.65
H -2.49 2.10 -2.94
H -1.58 -0.01 -0.93
H -1.60 -2.57 1.73
H 0.08 -2.87 2.94
H 0.76 -2.99 5.29
H 0.59 -1.01 6.74
H 0.32 1.37 6.97
H -1.33 1.62 6.40
H 0.01 2.36 5.54
H -0.94 1.24 3.45
H -2.57 -4.00 0.27
H -3.47 -4.46 -1.98
H 0.14 -0.41 -3.08
H 2.50 0.08 -2.85
```

Energy relative to the best compared isomer or geometry (same formula, charge and spin), kJ/mol: 69.91
Molar mass, g/mol: 444.940
Total charge: 0
2S+1: 1
Kohn-Sham gap, Ha: 0.299
E, eV: -57682.8406
Structure (SMILES): CCOc1ccc(NS(=O)(=O)c2cc(NC(=O)c3cccc(C)c3)ccc2Cl)cc1
HOMO level, eV: -7.876



[5]
Density functional theory data (ωB97M-V/def2-TZVPD) for a single C5H3N5O3 molecule.

```
16
Properties=species:S:1:pos:R:3
O 2.73 1.74 0.09
C 1.60 1.33 -0.01
C 0.28 2.03 0.06
C -0.74 1.12 0.02
N -2.04 1.33 0.04
N -2.82 0.36 -0.02
C -2.39 -0.96 0.05
C -1.06 -1.27 -0.11
N -0.29 -0.17 -0.11
N 1.35 -0.11 -0.29
N 2.09 -1.23 -0.01
O 3.26 -1.11 -0.19
O 1.52 -2.24 0.30
H 0.34 3.03 0.23
H -3.12 -1.63 0.12
H -0.72 -2.21 -0.17
```

Molar mass, g/mol: 181.111
Total charge: 0
2S+1: 1
Kohn-Sham gap, Ha: 0.284
E, eV: -18818.5733
Structure (SMILES): O=c1cc2nnccn2n1[N+](=O)[O-]
HOMO level, eV: -8.977



[6]
Density functional theory data (ωB97M-V/def2-TZVPD) for a single C5H7NO molecule.

```
14
Properties=species:S:1:pos:R:3
O 2.19 1.84 -0.17
C 0.93 1.59 0.30
C 0.09 0.86 -0.41
C -0.12 -0.43 -1.04
C -0.18 -1.47 0.09
C -1.29 -0.59 0.72
N -1.23 0.38 -0.40
H 2.09 1.66 -1.12
H 0.73 2.05 1.27
H -0.06 -0.66 -2.10
H 0.73 -1.63 0.67
H -0.56 -2.44 -0.25
H -1.06 -0.10 1.67
H -2.27 -1.06 0.77
```

Energy relative to the best compared isomer or geometry (same formula, charge and spin), kJ/mol: 374.97
Molar mass, g/mol: 97.117
Total charge: 0
2S+1: 1
Kohn-Sham gap, Ha: 0.342
E, eV: -8832.3165
Structure (SMILES): O/C=C1\[C@H]2CCN12
HOMO level, eV: -8.448



[7]
Density functional theory data (ωB97M-V/def2-TZVPD) for a molecular structure, C3H2Cl5NSi.

```
12
Properties=species:S:1:pos:R:3
C -1.21 1.66 0.03
C -0.13 -0.52 -0.66
C -1.42 0.32 0.49
N -1.04 2.77 -0.25
Si 1.66 -0.70 -0.01
Cl -3.09 -0.05 -0.06
Cl -1.00 0.04 2.10
Cl 1.83 -2.16 1.24
Cl 2.89 -0.96 -1.52
Cl 2.37 0.98 0.90
H -0.64 -1.46 -0.66
H -0.23 0.09 -1.61
```

Energy relative to the best compared isomer or geometry (same formula, charge and spin), kJ/mol: 0.00
Molar mass, g/mol: 257.407
Total charge: 0
2S+1: 1
Kohn-Sham gap, Ha: 0.401
E, eV: -75125.8929
HOMO level, eV: -10.802



Which of these has the lowest molar mass?
C7H10